No. 1
Below is a structure of composition C42H97InN7O15 in a non-equilibrium geometry, with properties calculated with ωB97M-V with the def2-TZVPD basis set.

* relative energy (zero: lowest compared OMol25 entry of this formula, charge and spin): 3.5 kJ/mol
* HOMO: -9.789 eV
* gap between HOMO and LUMO: 2.92 eV

ORCA input file:
```
! RIJCOSX wB97M-V def2-TZVPD def2/J DEFGRID3
* xyz 1 1
In 2.466 -1.594 -2.423
C -0.905 0.060 0.903
C -0.150 -0.155 -0.331
C -1.008 -0.369 -1.603
O -0.378 -0.691 -2.585
C -2.432 -0.220 -1.544
C -3.082 0.058 -0.340
C -2.293 0.256 0.910
O -2.813 0.469 2.009
O -4.289 0.263 -0.415
O 1.051 -0.150 -0.421
H -0.380 0.097 1.849
H -3.035 -0.344 -2.433
C -3.598 -4.082 1.972
C -4.753 -3.136 1.634
C -6.153 -3.754 1.538
O -7.070 -2.699 1.409
C -8.407 -3.162 1.298
N -4.791 -2.042 2.652
H -3.790 -4.626 2.899
H -2.662 -3.529 2.073
H -3.370 -4.814 1.189
H -4.543 -2.671 0.662
H -6.339 -4.406 2.402
H -6.277 -4.356 0.628
H -8.418 -3.563 0.269
H -9.141 -2.361 1.236
H -8.695 -3.926 2.020
H -5.347 -2.489 3.388
H -3.871 -2.065 3.089
C -0.659 5.428 1.523
C -0.472 3.914 1.539
C 1.008 3.566 1.263
O 1.603 4.405 0.293
C 3.004 4.241 0.288
N -0.978 3.239 2.714
H -0.451 5.771 0.512
H 0.014 5.921 2.232
H -1.636 5.789 1.847
H -0.978 3.520 0.648
H 1.169 2.493 1.094
H 1.504 3.829 2.209
H 3.296 3.185 0.252
H 3.501 4.719 1.138
H 3.368 4.694 -0.635
H -1.258 2.279 2.514
H -0.245 2.986 3.384
C 2.431 3.202 4.781
C 2.678 1.886 4.051
C 3.691 0.976 4.738
O 4.095 -0.062 3.866
C 4.958 -0.968 4.488
N 1.318 1.192 4.051
H 1.876 3.107 5.715
H 1.935 3.940 4.153
H 3.339 3.734 5.090
H 2.913 2.026 2.997
H 3.356 0.458 5.646
H 4.532 1.632 5.004
H 5.412 -1.652 3.771
H 4.356 -1.650 5.112
H 5.761 -0.627 5.147
H 1.394 0.586 3.233
H 1.382 0.538 4.828
C 6.900 1.431 -3.574
C 5.778 0.594 -2.966
C 4.989 1.318 -1.900
O 4.153 0.407 -1.179
C 4.276 0.530 0.210
N 4.901 0.015 -4.001
H 7.702 1.507 -2.830
H 6.676 2.470 -3.822
H 7.365 0.925 -4.420
H 6.232 -0.240 -2.440
H 4.352 2.114 -2.295
H 5.687 1.791 -1.204
H 3.328 0.303 0.702
H 4.551 1.521 0.587
H 4.992 -0.165 0.665
H 5.499 -0.600 -4.551
H 4.647 0.720 -4.683
C -3.365 -2.914 -4.495
C -4.430 -2.336 -5.399
O -5.209 -3.432 -5.875
H -3.752 -3.764 -3.934
H -3.025 -2.150 -3.794
H -2.503 -3.304 -5.038
H -4.137 -1.653 -6.207
H -5.106 -1.646 -4.866
H -5.910 -3.084 -6.436
C -5.594 3.063 -0.888
O -5.409 3.097 0.507
C -4.530 4.092 0.973
C -4.536 4.356 2.463
N -4.064 3.220 3.239
C -3.656 3.645 4.577
C -3.051 2.545 5.464
O -3.809 1.374 5.293
C -3.190 0.305 5.988
H -6.351 2.323 -1.129
H -4.678 2.799 -1.434
H -5.882 4.067 -1.221
H -4.660 5.036 0.416
H -3.506 3.887 0.612
H -5.449 4.790 2.870
H -3.764 5.149 2.483
H -3.155 3.038 2.814
H -4.436 4.203 5.102
H -2.832 4.378 4.542
H -2.962 2.941 6.483
H -2.009 2.406 5.143
H -3.159 0.450 7.067
H -2.157 0.182 5.626
H -3.632 -0.629 5.643
C 6.268 -2.632 -1.785
O 5.044 -2.520 -1.100
C 5.026 -3.292 0.092
C 3.795 -2.996 0.927
N 2.530 -3.252 0.254
C 1.383 -2.954 1.147
C 0.062 -3.480 0.666
O -0.184 -3.237 -0.700
C -1.500 -3.571 -1.091
H 7.032 -1.995 -1.323
H 6.174 -2.480 -2.855
H 6.776 -3.597 -1.651
H 5.890 -3.047 0.717
H 4.915 -4.324 -0.262
H 3.817 -1.969 1.287
H 3.888 -3.641 1.813
H 2.351 -4.230 0.044
H 1.318 -1.911 1.461
H 1.608 -3.481 2.087
H -0.678 -2.878 1.222
H -0.104 -4.535 0.918
H -1.637 -3.084 -2.057
H -2.295 -3.313 -0.387
H -1.673 -4.628 -1.326
C 0.568 -4.490 -4.364
O 1.096 -3.196 -4.507
C 0.753 -2.626 -5.773
C 1.520 -1.345 -6.043
N 1.313 -0.380 -4.963
C 1.871 0.911 -5.394
C 1.432 1.984 -4.415
O 1.885 1.580 -3.132
C 1.542 2.587 -2.148
H -0.529 -4.514 -4.335
H 0.819 -4.844 -3.361
H 0.958 -5.190 -5.105
H -0.299 -2.346 -5.636
H 0.907 -3.341 -6.584
H 1.201 -0.959 -7.018
H 2.590 -1.563 -6.062
H 0.377 -0.125 -4.670
H 1.524 1.180 -6.402
H 2.953 0.921 -5.482
H 0.366 2.200 -4.539
H 1.988 2.896 -4.671
H 0.456 2.609 -2.052
H 2.031 3.489 -2.522
H 2.002 2.237 -1.227
*
```



No. 2
Below is a structure of composition C42H98BrO21Ti in a non-equilibrium geometry, with properties calculated with ωB97M-V with the def2-TZVPD basis set.

* HOMO (spin up / spin down): -3.451 / -7.909 eV
* gap between HOMO and LUMO (spin up / spin down): 4.09 / 8.49 eV

ORCA input file:
```
! RIJCOSX wB97M-V def2-TZVPD def2/J DEFGRID3
* xyz 0 4
Ti 0.224 -0.476 -0.267
Br -2.623 0.482 -0.212
C -0.051 2.442 -2.092
O 0.739 1.776 -1.144
C 1.595 2.591 -0.308
C 2.503 1.645 0.394
O 1.753 0.600 1.026
C 2.620 -0.059 1.953
C 2.648 0.678 3.314
O 3.805 1.536 3.267
C 3.773 2.497 4.357
H -0.819 1.771 -2.497
H 0.511 2.854 -2.944
H -0.547 3.276 -1.653
H 0.998 3.089 0.521
H 2.168 3.266 -0.897
H 3.175 2.177 1.176
H 3.111 1.071 -0.299
H 3.667 -0.105 1.606
H 2.221 -1.076 2.144
H 2.811 -0.092 4.098
H 1.668 1.149 3.478
H 2.889 3.163 4.161
H 4.634 3.141 4.411
H 3.486 1.963 5.237
C -0.968 -1.018 -7.459
O -1.343 -0.510 -6.216
C -2.636 -0.861 -5.820
C -3.107 -0.102 -4.526
O -4.225 -0.773 -4.116
C -4.869 -0.118 -3.009
C -5.960 -0.971 -2.422
O -6.923 -1.401 -3.402
C -8.203 -1.850 -2.908
H -0.093 -0.505 -7.866
H -1.817 -1.064 -8.163
H -0.522 -2.006 -7.384
H -2.691 -1.954 -5.607
H -3.267 -0.564 -6.668
H -3.446 0.897 -4.780
H -2.381 -0.072 -3.715
H -5.282 0.845 -3.447
H -4.220 0.198 -2.187
H -6.530 -0.364 -1.715
H -5.641 -1.845 -1.914
H -8.192 -2.916 -2.610
H -8.956 -1.701 -3.683
H -8.460 -1.277 -2.012
C 3.646 5.743 -0.489
O 2.532 6.632 -0.614
C 2.556 7.429 0.534
C 1.344 8.354 0.658
O 0.206 7.717 1.114
C -0.715 7.123 0.145
C -0.433 5.616 -0.016
O -0.502 4.874 1.147
C -1.733 4.167 1.448
H 3.828 5.264 -1.398
H 3.603 4.965 0.325
H 4.533 6.339 -0.155
H 3.536 7.957 0.438
H 2.515 6.805 1.410
H 1.190 8.652 -0.406
H 1.667 9.138 1.349
H -0.685 7.657 -0.847
H -1.761 7.275 0.622
H 0.537 5.426 -0.362
H -1.071 5.301 -0.920
H -2.559 4.817 1.782
H -1.577 3.417 2.231
H -2.038 3.692 0.567
C 1.928 -4.232 -0.298
O 2.366 -4.276 1.046
C 3.660 -3.780 0.992
C 4.222 -3.833 2.397
O 3.561 -3.003 3.359
C 2.796 -3.697 4.341
C 1.966 -2.696 5.114
O 2.817 -1.842 5.868
C 2.046 -0.907 6.615
H 2.488 -4.961 -0.925
H 1.978 -3.187 -0.734
H 0.887 -4.540 -0.267
H 3.647 -2.671 0.638
H 4.340 -4.381 0.335
H 5.304 -3.608 2.375
H 4.109 -4.879 2.714
H 3.393 -4.235 5.092
H 2.092 -4.268 3.761
H 1.313 -3.275 5.823
H 1.257 -2.096 4.513
H 2.746 -0.394 7.263
H 1.331 -1.388 7.336
H 1.456 -0.261 5.934
C 8.584 1.376 -3.043
O 7.733 2.223 -2.228
C 6.922 1.438 -1.320
C 5.651 2.176 -0.818
O 4.643 2.173 -1.792
C 4.896 2.971 -2.917
C 3.926 2.610 -4.012
O 4.229 1.316 -4.535
C 3.580 1.051 -5.748
H 9.484 0.967 -2.557
H 8.996 2.089 -3.746
H 7.979 0.639 -3.548
H 7.426 1.017 -0.426
H 6.588 0.602 -1.904
H 6.017 3.246 -0.683
H 5.219 1.895 0.179
H 5.905 2.777 -3.296
H 4.733 3.987 -2.638
H 3.951 3.352 -4.772
H 2.925 2.633 -3.547
H 4.279 0.650 -6.466
H 3.212 1.906 -6.164
H 2.780 0.330 -5.661
C -1.251 -0.754 2.945
O -0.326 -1.441 2.126
C -0.573 -2.832 1.854
C -1.662 -2.951 0.691
O -0.954 -2.433 -0.462
C -1.582 -2.508 -1.774
C -0.551 -2.024 -2.762
O -0.038 -0.712 -2.586
C 0.912 -0.345 -3.616
H -2.100 -0.527 2.283
H -0.780 0.183 3.284
H -1.632 -1.271 3.832
H -0.939 -3.388 2.755
H 0.360 -3.249 1.464
H -2.544 -2.355 0.969
H -1.925 -4.042 0.517
H -2.508 -1.899 -1.902
H -1.721 -3.600 -1.957
H -0.958 -2.144 -3.776
H 0.313 -2.729 -2.726
H 1.616 -1.204 -3.739
H 1.413 0.560 -3.294
H 0.367 -0.203 -4.498
C -5.580 -1.717 0.852
O -4.643 -2.809 0.670
C -4.955 -3.919 1.433
C -4.874 -3.677 2.889
O -4.730 -5.035 3.427
C -5.163 -5.370 4.716
C -6.688 -5.543 4.728
O -7.271 -4.234 4.550
C -8.633 -4.392 4.585
H -6.523 -1.987 0.503
H -5.292 -0.838 0.272
H -5.568 -1.491 1.912
H -4.216 -4.639 1.146
H -5.950 -4.407 1.185
H -5.742 -3.307 3.401
H -3.996 -3.092 3.163
H -4.669 -4.776 5.525
H -4.642 -6.357 4.849
H -7.064 -6.169 5.572
H -6.890 -6.019 3.788
H -9.100 -4.835 3.698
H -9.000 -3.375 4.648
H -8.954 -4.948 5.446
*
```



No. 3
Below is a cluster of 14 separate species, C42H98N14O14 in total in a non-equilibrium geometry, with properties calculated with ωB97M-V with the def2-TZVPD basis set.

* relative energy (zero: lowest compared OMol25 entry of this formula, charge and spin): 1055.8 kJ/mol
* HOMO: -8.721 eV
* gap between HOMO and LUMO: 8.68 eV

ORCA input file:
```
! RIJCOSX wB97M-V def2-TZVPD def2/J DEFGRID3
* xyz 0 1
C -4.516 4.493 1.855
O -5.592 5.043 1.653
N -3.386 4.670 1.117
C -2.017 4.282 1.465
C -3.441 5.481 -0.119
H -4.430 3.727 2.641
H -1.462 5.219 1.521
H -1.613 3.791 0.580
H -1.852 3.682 2.360
H -2.686 6.266 -0.087
H -3.294 4.931 -1.048
H -4.464 5.831 -0.257
C 3.726 -1.141 -1.991
O 3.198 -1.402 -3.059
N 5.030 -1.238 -1.770
C 5.667 -0.815 -0.502
C 5.936 -1.657 -2.897
H 3.194 -0.948 -1.047
H 6.032 0.208 -0.585
H 6.421 -1.525 -0.162
H 4.969 -0.893 0.332
H 5.420 -1.934 -3.817
H 6.542 -0.802 -3.196
H 6.578 -2.503 -2.650
C -5.847 2.099 5.166
O -5.671 3.294 4.890
N -4.822 1.211 5.380
C -4.982 -0.272 5.353
C -3.445 1.588 5.239
H -6.859 1.671 5.228
H -4.546 -0.720 6.246
H -4.343 -0.539 4.511
H -6.023 -0.586 5.277
H -3.139 2.623 5.391
H -2.922 1.159 6.094
H -2.929 1.288 4.326
C -2.063 -1.112 -3.840
O -3.260 -0.997 -3.819
N -1.192 -0.107 -3.883
C -1.572 1.304 -3.718
C 0.257 -0.458 -4.144
H -1.551 -2.077 -3.978
H -0.970 1.813 -2.965
H -2.612 1.438 -3.421
H -1.442 1.803 -4.678
H 0.591 0.084 -5.029
H 0.950 -0.081 -3.392
H 0.461 -1.522 -4.269
C 1.932 -0.662 -7.716
O 1.370 -1.730 -7.320
N 2.949 -0.069 -7.093
C 3.567 1.154 -7.544
C 3.631 -0.579 -5.819
H 1.622 -0.036 -8.567
H 2.999 1.701 -8.297
H 4.579 1.027 -7.927
H 3.790 1.855 -6.739
H 3.115 -0.065 -5.008
H 3.731 -1.664 -5.780
H 4.663 -0.230 -5.784
C -0.464 4.234 6.531
O -0.962 3.365 7.215
N -0.191 5.482 6.960
C -0.234 5.897 8.370
C 0.356 6.529 6.132
H -0.185 4.171 5.468
H 0.721 6.243 8.765
H -0.470 5.042 9.005
H -0.864 6.777 8.492
H 1.100 7.149 6.633
H 0.786 6.283 5.161
H -0.492 7.187 5.944
C -0.368 -4.864 1.099
O -0.353 -4.787 2.291
N -1.389 -4.569 0.292
C -1.418 -4.889 -1.133
C -2.573 -3.966 0.838
H 0.549 -5.100 0.537
H -0.573 -5.564 -1.266
H -1.293 -3.997 -1.746
H -2.263 -5.493 -1.463
H -2.292 -3.664 1.847
H -2.852 -3.110 0.224
H -3.446 -4.618 0.848
C 1.153 -1.964 3.436
O 2.039 -1.253 2.955
N 0.213 -1.552 4.331
C -0.882 -2.334 4.869
C 0.204 -0.143 4.811
H 1.154 -3.057 3.299
H -0.818 -2.355 5.957
H -0.795 -3.373 4.550
H -1.869 -2.004 4.545
H 0.007 -0.206 5.881
H 1.066 0.475 4.557
H -0.695 0.320 4.406
C 0.411 3.727 -6.224
O -0.851 3.665 -6.228
N 1.168 4.005 -5.118
C 2.618 4.095 -5.207
C 0.587 4.088 -3.735
H 1.056 3.797 -7.113
H 3.047 5.036 -4.862
H 2.987 4.106 -6.232
H 3.159 3.270 -4.742
H -0.459 3.797 -3.647
H 1.227 3.561 -3.028
H 0.758 5.119 -3.427
C 1.956 -4.495 -2.424
O 1.850 -5.059 -1.362
N 1.330 -5.007 -3.544
C 1.583 -4.256 -4.831
C 0.734 -6.365 -3.693
H 2.467 -3.542 -2.628
H 2.247 -3.392 -4.794
H 0.708 -3.921 -5.388
H 2.204 -4.952 -5.396
H 0.577 -6.934 -2.777
H -0.166 -6.220 -4.290
H 1.410 -6.946 -4.321
C 4.128 -7.703 3.598
O 4.179 -7.287 4.752
N 3.170 -7.379 2.653
C 3.318 -7.682 1.222
C 2.086 -6.383 3.002
H 4.715 -8.552 3.216
H 3.368 -6.701 0.751
H 2.444 -8.254 0.910
H 4.210 -8.234 0.926
H 2.119 -6.177 4.072
H 2.266 -5.400 2.565
H 1.047 -6.598 2.753
C -7.391 1.172 -0.353
O -8.106 1.614 -1.273
N -6.178 0.635 -0.554
C -5.654 0.513 -1.879
C -5.324 0.011 0.495
H -7.534 1.167 0.739
H -6.448 0.683 -2.605
H -5.288 -0.486 -2.114
H -4.828 1.220 -1.962
H -5.226 -1.058 0.306
H -4.412 0.591 0.347
H -5.688 0.198 1.506
C 2.959 1.748 0.624
O 3.268 1.596 -0.551
N 2.924 2.908 1.264
C 3.195 4.161 0.594
C 2.515 3.152 2.640
H 2.767 0.897 1.295
H 2.353 4.853 0.576
H 3.608 4.065 -0.410
H 3.966 4.579 1.241
H 1.620 3.771 2.708
H 2.346 2.250 3.228
H 3.276 3.690 3.205
C -1.281 0.188 1.553
O -1.939 1.133 1.991
N -0.551 0.233 0.411
C -0.390 -0.985 -0.364
C -0.415 1.475 -0.292
H -1.388 -0.799 2.028
H 0.512 -1.088 -0.966
H -1.162 -1.200 -1.103
H -0.306 -1.820 0.332
H -0.346 2.310 0.404
H 0.535 1.459 -0.826
H -1.229 1.670 -0.991
*
```